A molecular structure, C44H34N5O6SSiZn, computed with wB97M-V/def2-TZVPD.

- E_HOMO: -6.03 eV
- Spin multiplicity: 1
- HOMO-LUMO gap: 8.3 eV
- Net charge: -1

Element x y z (Å)
Zn: -0.611 -0.652 -0.805
O: -2.843 0.550 2.403
C: -2.348 -0.035 1.456
N: -1.988 0.456 0.235
C: -2.419 1.655 -0.221
O: -3.170 2.468 0.297
C: -1.948 1.909 -1.646
C: -2.355 3.061 -2.306
C: -2.010 3.226 -3.635
C: -1.285 2.225 -4.266
C: -0.909 1.116 -3.529
N: -1.218 0.969 -2.245
C: -2.125 -1.538 1.548
C: -2.726 -2.251 2.576
C: -2.562 -3.623 2.619
C: -1.800 -4.236 1.636
C: -1.234 -3.450 0.648
N: -1.393 -2.133 0.609
H: -2.934 3.791 -1.758
H: -2.309 4.115 -4.177
H: -1.000 2.303 -5.307
H: -0.354 0.301 -3.980
H: -3.305 -1.706 3.307
H: -3.014 -4.205 3.412
H: -1.653 -5.308 1.627
H: -0.646 -3.883 -0.153
N: 0.952 -3.035 -2.905
C: 1.569 -1.848 -2.891
N: 1.215 -0.808 -2.187
C: 2.078 0.256 -2.371
C: 1.980 1.505 -1.763
C: 2.898 2.489 -2.084
C: 3.922 2.251 -2.998
C: 4.050 1.010 -3.601
C: 3.128 0.028 -3.276
S: 3.027 -1.604 -3.878
H: -0.047 -2.967 -2.606
H: 1.165 -3.666 -3.656
H: 1.200 1.669 -1.035
H: 2.822 3.461 -1.612
H: 4.627 3.037 -3.239
H: 4.845 0.811 -4.309
O: -3.544 -1.515 -5.352
C: -4.119 -1.033 -4.213
C: -5.148 -0.097 -4.271
C: -5.683 0.433 -3.107
C: -5.201 0.031 -1.872
C: -4.179 -0.906 -1.821
C: -3.627 -1.445 -2.974
C: -2.467 -2.412 -2.867
O: -2.476 -3.476 -3.479
O: -1.498 -2.018 -2.114
H: -3.988 -1.123 -6.109
H: -5.522 0.224 -5.239
H: -6.472 1.173 -3.169
H: -5.592 0.462 -0.960
H: -3.785 -1.225 -0.866
O: 0.875 -0.327 0.482
Si: 1.464 0.051 1.892
C: 1.072 1.825 2.449
C: 0.394 2.690 1.592
C: 0.113 4.002 1.946
C: 0.492 4.473 3.194
C: 1.170 3.632 4.067
C: 1.466 2.330 3.689
C: 1.049 -1.091 3.362
C: 1.526 -2.403 3.377
C: 1.305 -3.247 4.456
C: 0.600 -2.788 5.561
C: 0.103 -1.493 5.563
C: 0.319 -0.661 4.473
C: 3.366 0.037 1.828
C: 4.152 -0.147 2.966
C: 5.537 -0.071 2.910
C: 6.168 0.187 1.701
C: 5.406 0.363 0.553
C: 4.022 0.288 0.622
H: 0.066 2.319 0.628
H: -0.421 4.645 1.257
H: 0.261 5.489 3.490
H: 1.462 3.991 5.047
H: 2.020 1.698 4.376
H: 2.098 -2.764 2.526
H: 1.688 -4.261 4.442
H: 0.438 -3.438 6.413
H: -0.458 -1.131 6.418
H: -0.090 0.343 4.486
H: 3.669 -0.357 3.917
H: 6.130 -0.209 3.807
H: 7.249 0.247 1.652
H: 5.895 0.564 -0.393
H: 3.426 0.426 -0.275